1.
DFT (the ωB97M-V functional and the def2-TZVPD basis) results for a molecular structure, C46H43N2OP2Y at a distorted geometry.

Geometry (Å):
Y  -0.74121  1.02476  0.76429
C  4.86669  1.34646  1.96299
C  3.75099  1.23016  0.91439
C  4.18099  1.97136  -0.34941
C  2.45029  1.73386  1.50629
C  1.69339  2.76706  0.94519
C  0.60049  3.32126  1.63269
C  0.23299  2.84796  2.90379
C  -0.71951  3.59516  3.78919
C  0.92309  1.73106  3.40159
C  2.00909  1.20066  2.72469
H  5.81489  1.04116  1.52949
H  4.68019  0.71856  2.82949
H  4.95969  2.37676  2.29709
H  3.61849  0.16576  0.67089
H  4.33819  3.02636  -0.13771
H  3.45709  1.86606  -1.15481
H  5.12549  1.56366  -0.69851
H  2.01679  3.24336  0.02759
H  0.14569  4.23036  1.24649
H  -1.41711  2.92246  4.28739
H  -1.26131  4.36616  3.24649
H  -0.13861  4.09036  4.56829
H  0.67319  1.34936  4.38369
H  2.57179  0.40436  3.19039
O  -3.14331  0.11226  2.18329
C  -2.22961  -0.39254  1.54929
C  -2.13301  -1.86034  1.33809
C  -3.26841  -2.65674  1.51739
C  -3.18921  -4.02824  1.36569
C  -1.97581  -4.61994  1.04309
C  -0.84801  -3.84074  0.83449
C  -0.91621  -2.45774  0.95749
P  0.57559  -1.37984  0.88719
C  1.38919  -1.92444  2.42119
C  0.65329  -1.72834  3.59359
C  1.19739  -2.07594  4.81359
C  2.47989  -2.60494  4.86829
C  3.21819  -2.78054  3.70869
C  2.68219  -2.43464  2.47799
C  1.61399  -1.84114  -0.53681
C  2.11109  -3.11154  -0.81551
C  2.89009  -3.31394  -1.94211
C  3.21699  -2.25424  -2.77311
C  2.74819  -0.98014  -2.48951
C  1.93669  -0.78124  -1.38871
H  -4.19311  -2.17644  1.80589
H  -4.06811  -4.63664  1.51819
H  -1.89991  -5.69564  0.97939
H  0.08709  -4.32204  0.59269
H  -0.34391  -1.29764  3.54019
H  0.62739  -1.93684  5.72009
H  2.90729  -2.87064  5.82099
H  4.21589  -3.18984  3.76029
H  3.26659  -2.55804  1.57599
H  1.91029  -3.94524  -0.16221
H  3.25419  -4.30634  -2.16401
H  3.84279  -2.42084  -3.63571
H  3.01369  -0.14934  -3.12751
H  1.55249  0.21486  -1.16751
N  -2.48011  2.03146  -2.00571
P  -1.10211  1.02666  -1.98861
C  -0.57601  1.26956  -3.71111
C  -1.42671  0.84286  -4.72921
C  -1.07631  1.06126  -6.04731
C  0.11889  1.69626  -6.35321
C  0.96249  2.12216  -5.34001
C  0.61879  1.91106  -4.01541
C  -1.86981  -0.64204  -2.07511
C  -3.14541  -0.86284  -1.56161
C  -3.70691  -2.12704  -1.62471
C  -2.99581  -3.17734  -2.18261
C  -1.71811  -2.96394  -2.67571
C  -1.15341  -1.70334  -2.62231
C  -3.11261  2.59096  -0.92011
C  -4.34901  3.22316  -1.10311
C  -4.98591  3.78436  -0.02111
C  -4.37151  3.71716  1.22799
C  -3.16411  3.07026  1.32979
N  -2.52511  2.50456  0.28529
H  -2.98201  2.11266  -2.88601
H  -2.34751  0.32726  -4.48931
H  -1.73501  0.73556  -6.83721
H  0.39339  1.85496  -7.38431
H  1.88629  2.62366  -5.58281
H  1.27039  2.24296  -3.21831
H  -3.70811  -0.03474  -1.14571
H  -4.70691  -2.28384  -1.25121
H  -3.44051  -4.15824  -2.24021
H  -1.16821  -3.77624  -3.12321
H  -0.16691  -1.53004  -3.02791
H  -4.79061  3.24236  -2.08721
H  -5.94831  4.25546  -0.13621
H  -4.83351  4.14706  2.10069
H  -2.67751  2.97686  2.29099

Forces on atoms 1 to 3 (eV/Å):
Y 1.882 2.752 0.614
C -0.148 -0.111 -0.058
C 0.149 0.009 -0.122

The HOMO-LUMO gap is 7.32 eV. The value obtained for the electronic energy is -73037.730 eV. The calculation puts the HOMO energy at -0.476 Ha. Its LUMO energy is -0.2069 hartree. The charge is +2. The value obtained for the energy above the lowest of the compared OMol25 structures with the same formula, charge and spin is 1.172 eV.

=====

2.
DFT (the ωB97M-V functional and the def2-TZVPD basis) results for 6 unconnected molecules or ions with the total composition C18H37B3NO19PS at a distorted geometry.

Geometry (Å):
C  6.79084  -0.12384  -2.20616
P  6.81131  0.23821  -4.01487
C  8.24951  1.39034  -4.07227
B  5.36765  1.50892  -4.13795
O  5.53804  2.88336  -3.94628
B  4.66938  3.40014  -2.98701
O  5.03510  4.39306  -2.13518
O  3.38398  2.86929  -2.89462
B  3.21694  1.57323  -3.33656
N  2.21877  0.70484  -2.74986
C  1.47350  1.02734  -1.85267
S  0.51609  1.44048  -0.70554
O  4.06231  1.08124  -4.32038
H  7.74508  -0.61955  -2.00049
H  6.73783  0.76975  -1.57658
H  5.98301  -0.81429  -1.95992
H  8.24142  2.10028  -3.23849
H  8.22838  1.94514  -5.01171
H  9.16570  0.79441  -4.02529
H  5.99432  4.49830  -2.09388
C  -2.13888  0.06594  -2.91076
O  -3.21345  1.01302  -2.96471
C  -3.41243  1.55064  -4.16901
O  -2.78033  1.30505  -5.16234
O  -4.43335  2.40200  -4.08628
C  -4.77071  3.02802  -5.33284
H  -2.07948  -0.25806  -1.87574
H  -2.34519  -0.78450  -3.55977
H  -1.20640  0.53594  -3.21428
H  -5.06293  2.27856  -6.06692
H  -3.92760  3.60268  -5.71006
H  -5.60537  3.68513  -5.10956
C  1.54486  1.22251  2.76665
O  1.52704  0.84301  4.14867
C  1.21676  -0.43380  4.36200
O  1.05274  -1.26743  3.50942
O  1.11577  -0.62835  5.67293
C  0.84904  -1.98274  6.06040
H  1.83191  2.26924  2.74956
H  2.26690  0.62620  2.21320
H  0.55777  1.10036  2.32584
H  1.65394  -2.63733  5.73394
H  -0.09609  -2.32608  5.64476
H  0.80446  -1.96868  7.14476
C  -4.10616  -2.79060  -0.69022
O  -3.94419  -2.90977  0.72444
C  -3.15563  -1.98090  1.26256
O  -2.60310  -1.09503  0.66089
O  -3.08975  -2.19599  2.57187
C  -2.28452  -1.24629  3.28019
H  -4.77091  -3.59877  -0.97900
H  -4.54826  -1.82802  -0.94084
H  -3.14708  -2.89406  -1.19517
H  -2.70387  -0.24608  3.18272
H  -1.26276  -1.26179  2.91109
H  -2.30990  -1.55956  4.31992
C  3.32482  1.00922  8.25974
O  3.21030  0.76375  9.66851
C  3.02441  -0.51358  9.98746
O  2.95732  -1.42818  9.20694
O  2.92113  -0.60973  11.31112
C  2.71665  -1.94197  11.79217
H  3.46942  2.08053  8.16426
H  4.17932  0.47517  7.84930
H  2.42023  0.70272  7.73835
H  3.55107  -2.58204  11.51320
H  1.79224  -2.35506  11.39374
H  2.65425  -1.85448  12.87213
C  -8.07912  -1.68207  -8.33774
O  -7.64675  -2.03932  -7.02090
C  -6.75239  -1.20523  -6.49360
O  -6.31039  -0.21986  -7.02490
O  -6.43471  -1.64361  -5.27710
C  -5.45121  -0.84313  -4.61245
H  -8.79444  -2.44583  -8.62586
H  -8.55420  -0.70324  -8.33195
H  -7.23770  -1.67353  -9.02742
H  -5.80710  0.17893  -4.49879
H  -4.51351  -0.84826  -5.16606
H  -5.31132  -1.29042  -3.63489

Forces on atoms 1 to 3 (eV/Å):
C 0.010 0.066 0.118
P 0.189 -0.131 -0.664
C -0.001 0.005 0.189

The structure (SMILES) is CP(C)B1OB(O)OB(N=C=S)O1.COC(=O)OC.COC(=O)OC.COC(=O)OC.COC(=O)OC.COC(=O)OC. The HOMO-LUMO gap is 8.97 eV. The value obtained for the electronic energy is -81821.615 eV. The calculation puts the HOMO energy at -0.323 Ha. Its LUMO energy is 0.0063 hartree.

=====

3.
DFT (the ωB97M-V functional and the def2-TZVPD basis) results for a molecular structure, C30H40LuN3O3.

Geometry (Å):
Lu  0.71083  -0.21933  0.09471
C  1.61073  -2.87089  -1.43249
N  0.85866  -1.71709  -1.97987
C  1.70870  -1.12158  -3.03997
C  1.31201  0.29410  -3.45511
C  2.18563  1.33376  -2.77083
N  2.29934  1.02654  -1.34193
C  3.17228  1.69452  -0.68682
C  3.56360  1.50476  0.69949
C  4.29309  2.53692  1.30840
C  4.74236  2.42776  2.60433
C  4.49271  1.23986  3.30143
C  3.80749  0.19736  2.72079
C  3.30767  0.30805  1.40878
O  2.62001  -0.67454  0.87497
C  -0.41655  -2.22826  -2.55448
C  -1.65236  -1.33259  -2.50477
C  -2.27408  -1.16182  -1.12302
N  -1.66158  -0.06548  -0.37498
C  -2.46011  0.75222  0.19231
C  -2.14352  1.89056  1.04110
C  -3.22512  2.69261  1.43379
C  -3.05100  3.80869  2.22420
C  -1.75931  4.12493  2.65438
C  -0.67800  3.34727  2.30083
C  -0.83822  2.21416  1.47987
O  0.20574  1.51772  1.13038
H  1.86114  -3.57770  -2.23482
H  1.01631  -3.36345  -0.66727
H  2.53004  -2.51241  -0.96917
H  1.70939  -1.80611  -3.89877
H  2.72939  -1.10495  -2.65454
H  0.27095  0.48929  -3.20696
H  1.40144  0.41035  -4.53764
H  1.77087  2.33456  -2.90435
H  3.18653  1.31577  -3.21567
H  3.70884  2.50244  -1.20107
H  4.49497  3.43600  0.73588
H  5.28748  3.23606  3.07126
H  4.84776  1.13268  4.31964
H  3.61251  -0.72459  3.25165
H  -0.66025  -3.14242  -2.00967
H  -0.22548  -2.52558  -3.59366
H  -2.39318  -1.81594  -3.14857
H  -1.47588  -0.34840  -2.94101
H  -2.12899  -2.06900  -0.52964
H  -3.35279  -0.98692  -1.21506
H  -3.53801  0.60403  0.04702
H  -4.21876  2.41883  1.09498
H  -3.89678  4.41618  2.51434
H  -1.60081  4.99378  3.28225
H  0.32397  3.58339  2.63430
C  -1.79695  3.18846  -3.61415
C  -1.21840  3.29256  -2.23068
C  -1.57867  4.49859  -1.40057
O  -0.47535  2.43968  -1.79369
H  -1.70589  4.13659  -4.14642
H  -2.86628  2.97658  -3.53419
H  -1.30849  2.39086  -4.16984
H  -2.58341  4.86389  -1.61479
H  -0.87902  5.29823  -1.66112
H  -1.46694  4.26456  -0.34594
C  -0.47030  -5.50388  2.12998
C  -1.25115  -4.22407  2.45214
C  -1.20920  -3.96115  3.96315
C  -2.71000  -4.39468  2.00594
C  -0.65250  -3.08086  1.73969
C  -0.16434  -2.12858  1.15403
H  -0.90576  -6.35577  2.65865
H  0.57398  -5.40560  2.42662
H  -0.50345  -5.71128  1.05891
H  -1.65802  -4.79756  4.50501
H  -1.75989  -3.05174  4.20481
H  -0.18117  -3.83575  4.30304
H  -3.17239  -5.23802  2.52528
H  -2.76223  -4.58284  0.93180
H  -3.28586  -3.49431  2.22337

Forces on atoms 1 to 3 (eV/Å):
Lu -0.088 -0.378 -0.395
C 0.029 0.007 -0.039
N -0.029 0.098 0.004

The HOMO-LUMO gap is 8.13 eV. The value obtained for the electronic energy is -75995.187 eV. The calculation puts the HOMO energy at -0.281 Ha. Its LUMO energy is 0.0173 hartree. The value obtained for the energy above the lowest of the compared OMol25 structures with the same formula, charge and spin is 0.000 eV.

=====

4.
DFT (the ωB97M-V functional and the def2-TZVPD basis) results for a molecular structure, C16H15AuF4N4Se at a distorted geometry.

Geometry (Å):
Au  -0.06733  -0.46885  0.31897
C  -1.24985  -2.54990  -2.04451
N  -0.34254  -2.62708  -0.90440
C  -0.74361  -3.64446  0.06176
C  1.05757  -2.73527  -1.27181
C  1.57587  -1.49095  -1.99389
N  1.06966  -0.24767  -1.44210
C  1.48541  0.91020  -1.93213
C  0.84043  2.16783  -1.60303
F  -0.26382  2.17715  -0.92383
C  1.31119  3.37148  -2.05125
F  0.66895  4.46841  -1.73147
C  2.45623  3.43933  -2.84623
C  3.09217  2.26173  -3.22903
F  4.15671  2.30869  -3.99018
C  2.61407  1.03687  -2.83215
F  3.23799  -0.02709  -3.24113
H  -1.21042  -3.46327  -2.65388
H  -1.00691  -1.70223  -2.68682
H  -2.27393  -2.42689  -1.69773
H  -0.66516  -4.65811  -0.35144
H  -1.77974  -3.48515  0.35632
H  -0.11412  -3.59383  0.95131
H  1.23587  -3.61062  -1.91052
H  1.63438  -2.87580  -0.35532
H  1.32022  -1.50797  -3.06068
H  2.67003  -1.50923  -1.96429
H  2.83812  4.39909  -3.17862
Se  -0.01669  -1.54318  3.54356
N  -0.72973  -0.45865  2.27421
C  -1.35612  0.54759  2.89798
C  -2.08311  1.59810  2.29966
C  -2.67187  2.52510  3.11348
C  -2.57413  2.46887  4.53079
C  -1.90277  1.45956  5.14874
C  -1.28817  0.46557  4.34255
N  -0.62520  -0.57556  4.81995
H  -2.18323  1.64683  1.22330
H  -3.24474  3.32714  2.66662
H  -3.05188  3.23651  5.12309
H  -1.81979  1.38571  6.22416

Forces on atoms 1 to 3 (eV/Å):
Au 0.249 -0.043 0.358
C -0.022 -0.203 -0.143
N 0.033 0.284 0.146

The HOMO-LUMO gap (spin up / spin down) is 3.87 / 3.86 eV. The value obtained for the electronic energy is -102684.178 eV. The calculation puts the HOMO energy (spin up / spin down) at -0.536 / -0.536 Ha. Its LUMO energy (spin up / spin down) is -0.3937 / -0.3938 hartree. The charge is +2.